A molecular structure, C38H31F10KN10O. Source: OMol25; level of theory: ωB97M-V with the def2-TZVPD basis set.

E_HOMO   -1.96 eV
Energy above the lowest of the compared OMol25 structures with the same formula, charge and spin   0.0 kcal per mole
Kohn-Sham gap   6.0 eV
Largest force on an atom   0.14 eV Å⁻¹
2S+1   1
Total energy   -3688.114697 Ha
Total charge   -2

The geometry in XYZ format:
```
91
Properties=species:S:1:pos:R:3:forces:R:3
K 0.012991 0.499426 0.759902 -0.0276 0.1279 0.0401
C -1.265158 3.854822 0.101009 -0.0064 -0.0376 0.0215
N -0.033917 3.184855 -0.276424 0.0926 0.0116 -0.0360
C 0.064156 3.020987 -1.724613 -0.0505 0.0350 -0.0148
C -1.114655 2.298891 -2.363970 0.0219 0.0051 -0.0135
N -1.213499 0.941062 -1.869235 -0.0268 -0.0025 0.0077
C -2.351761 0.266900 -2.023005 0.0059 -0.0123 -0.0262
C -3.570130 0.639289 -2.658306 -0.0066 0.0075 -0.0099
F -3.695213 1.839271 -3.288865 -0.0027 -0.0018 0.0041
C -4.695100 -0.164071 -2.688655 0.0005 0.0052 -0.0036
F -5.807355 0.287746 -3.305580 0.0061 0.0011 0.0037
C -4.710078 -1.420592 -2.120363 0.0061 -0.0132 0.0012
F -5.810606 -2.206285 -2.177204 -0.0016 -0.0008 -0.0013
C -3.537486 -1.863116 -1.521833 -0.0033 0.0067 -0.0086
F -3.496230 -3.089982 -0.982405 0.0019 -0.0008 0.0041
C -2.429470 -1.054982 -1.486288 0.0147 0.0125 0.0192
F -1.331514 -1.537395 -0.860590 -0.0107 -0.0193 -0.0175
C 1.120992 3.911940 0.243383 -0.0375 0.0661 -0.0013
C 2.424758 3.125142 0.311484 0.0098 0.0005 0.0048
N 2.288392 2.075143 1.294954 -0.0076 -0.1118 -0.0648
C 3.354261 1.476597 1.785953 -0.0752 0.0329 0.0309
C 4.733721 1.588564 1.428790 -0.0065 -0.0151 0.0449
F 5.110368 2.373510 0.379803 0.0040 -0.0039 -0.0037
C 5.748271 0.903767 2.070387 0.0062 0.0050 -0.0146
F 7.024558 1.080297 1.662309 -0.0015 -0.0040 -0.0100
C 5.495517 0.033325 3.109874 0.0103 -0.0143 0.0066
F 6.500304 -0.631724 3.738331 -0.0073 0.0037 -0.0013
C 4.168745 -0.142559 3.488045 0.0063 0.0228 0.0082
F 3.887039 -0.999232 4.489649 -0.0032 -0.0081 -0.0017
C 3.162256 0.532239 2.852812 -0.0013 0.0031 -0.0259
F 1.892408 0.285112 3.243953 0.0240 0.0009 0.0152
H -1.387872 4.826209 -0.415471 -0.0055 0.0022 0.0023
H -1.262320 4.035322 1.175529 0.0008 0.0037 0.0012
H -2.133500 3.233824 -0.119809 0.0020 0.0073 0.0005
H 0.983021 2.477310 -1.954793 -0.0043 -0.0179 0.0093
H 0.147262 4.017915 -2.203462 0.0279 -0.0073 -0.0097
H -0.940290 2.328088 -3.450757 -0.0052 0.0033 -0.0003
H -2.019476 2.886828 -2.190609 -0.0033 -0.0037 0.0027
H 0.886581 4.208385 1.268569 -0.0013 0.0084 -0.0006
H 1.279065 4.839559 -0.343252 0.0108 -0.0079 -0.0089
H 3.205276 3.855384 0.572313 -0.0026 -0.0069 0.0071
H 2.693143 2.753272 -0.688414 -0.0002 -0.0123 0.0063
C -4.851576 3.276458 1.433871 0.0019 0.0045 0.0059
C -4.969447 2.173367 0.595066 -0.0078 -0.0041 -0.0052
C -4.201428 1.039152 0.800979 0.0030 -0.0001 -0.0037
C -3.270772 0.974490 1.851565 0.0395 -0.0116 0.0211
C -3.158246 2.099489 2.683597 -0.0087 -0.0071 0.0006
C -3.940289 3.225006 2.482137 -0.0103 0.0028 -0.0106
N -2.380823 -0.073316 2.025615 0.0473 -0.0054 0.0090
C -2.773968 -1.328210 2.101586 0.0335 -0.0505 -0.0237
C -4.151062 -1.737714 2.265294 -0.0216 0.0189 0.0167
C -4.506013 -3.039050 2.441599 0.0057 -0.0054 0.0007
C -3.544581 -4.079195 2.460631 -0.0028 0.0079 0.0025
C -2.231083 -3.748331 2.288853 -0.0022 0.0005 -0.0002
C -1.814309 -2.413869 2.094476 0.0171 -0.0170 -0.0129
N -0.502793 -2.097855 1.823832 -0.0067 -0.0311 0.0242
N 0.351147 -3.025872 1.914041 -0.0227 0.0122 -0.0088
C 1.648483 -2.649220 1.516568 0.0168 -0.0144 -0.0034
C 2.709329 -3.356634 2.091875 0.0017 0.0021 0.0065
C 4.000875 -3.052149 1.717173 -0.0009 0.0027 0.0009
C 4.215645 -2.057545 0.769701 -0.0127 0.0000 -0.0024
C 3.107410 -1.417436 0.247854 0.0284 0.0042 -0.0020
N 1.849336 -1.709995 0.588933 -0.0239 -0.0052 0.0056
H -5.447498 4.164754 1.263107 -0.0006 0.0004 -0.0001
H -5.656532 2.199202 -0.243746 -0.0003 -0.0016 -0.0007
H -4.291012 0.195052 0.128417 0.0011 0.0010 0.0047
H -2.425599 2.065554 3.481583 -0.0023 0.0049 -0.0008
H -3.824008 4.079293 3.140467 -0.0007 0.0008 0.0001
H -4.912400 -0.969314 2.271364 -0.0007 -0.0016 0.0000
H -5.556200 -3.283077 2.568650 -0.0016 0.0015 0.0012
H -3.850103 -5.110416 2.584102 -0.0017 0.0004 -0.0012
H -1.464405 -4.511344 2.269471 0.0022 0.0009 0.0001
H 2.486390 -4.113259 2.831206 -0.0055 0.0021 0.0018
H 4.838069 -3.569622 2.170224 0.0010 0.0014 -0.0005
H 5.209904 -1.766507 0.460795 -0.0009 0.0006 -0.0003
H 3.226224 -0.635068 -0.495823 -0.0098 0.0027 0.0008
C 2.550999 -3.220026 -2.596302 -0.0067 0.0104 -0.0060
N 2.820948 -1.934502 -3.203279 0.0011 -0.0149 -0.0026
C 3.525659 -1.887464 -4.464262 -0.0024 0.0052 0.0113
C 2.970173 -0.602795 -5.097102 0.0058 0.0002 -0.0021
O 3.386376 -0.153984 -6.150175 -0.0043 0.0052 0.0050
N 1.983597 -0.102964 -4.299778 -0.0023 -0.0138 -0.0038
C 1.882917 -0.918023 -3.252573 0.0013 0.0165 -0.0077
N 0.980599 -0.788838 -2.301244 -0.0240 0.0337 0.0191
H 3.494713 -3.737788 -2.422911 0.0001 -0.0005 0.0034
H 1.916437 -3.846088 -3.237266 0.0007 -0.0020 0.0006
H 2.065222 -3.105798 -1.630815 0.0014 -0.0042 0.0023
H 3.282270 -2.746455 -5.099679 -0.0009 -0.0001 -0.0021
H 4.608831 -1.831474 -4.345728 0.0001 -0.0013 -0.0023
H 0.228902 -0.060909 -2.304177 0.0133 -0.0155 -0.0012
H 1.006236 -1.380751 -1.482922 0.0089 -0.0071 -0.0068
```
Positions in Å, forces in eV/Å.

Atom charges from the Mulliken analysis, given in e for atoms 1 to 2: 0.8399 -1.1571